## one
Here is C3H5NO in the gas phase from the OMol25 dataset. Energies are from ωB97M-V/def2-TZVPD.

Structure (XYZ):
```
10
Properties=species:S:1:pos:R:3:nbo_charge:R:1
O -1.28 1.58 -0.94 -0.50
C -0.56 0.75 -0.44 0.59
C 0.29 -0.44 -0.92 -0.36
N 0.39 -0.90 0.48 -0.60
C -0.02 0.45 0.97 -0.36
H -0.01 -1.23 -1.63 0.22
H 1.28 -0.12 -1.28 0.21
H -0.36 -1.58 0.65 0.35
H -0.60 0.42 1.89 0.22
H 0.88 1.06 1.22 0.22
```

Results
2S+1: 1
E_HOMO: -9.70 eV
SMILES: O=C1CNC1



## two
Here is C3H5NO in the gas phase from the OMol25 dataset. Energies are from ωB97M-V/def2-TZVPD.

Structure (XYZ):
```
10
Properties=species:S:1:pos:R:3:nbo_charge:R:1
H -1.08 -1.87 0.64 0.36
N -0.16 -1.55 0.33 -0.54
C -0.05 -0.27 0.16 0.16
C 1.27 0.41 0.07 -0.67
C -1.27 0.40 -0.30 0.35
O -2.28 -0.31 -0.40 -0.49
H 1.35 1.17 0.84 0.23
H 1.39 0.90 -0.90 0.22
H 2.07 -0.32 0.18 0.25
H -1.24 1.46 -0.60 0.13
```

Results
2S+1: 1
E_HOMO: -9.96 eV
SMILES: [H]/N=C(/C)C=O



## three
Here is C3H5NO in the gas phase from the OMol25 dataset. Energies are from ωB97M-V/def2-TZVPD.

Structure (XYZ):
```
10
Properties=species:S:1:pos:R:3:nbo_charge:R:1
C -2.05 -0.11 0.17 -0.41
C -0.69 0.17 -0.03 -0.02
N 0.35 -0.75 0.10 -0.55
C 1.62 -0.58 -0.06 0.44
O 2.22 0.63 0.04 -0.68
H -2.81 0.63 -0.01 0.21
H -2.35 -1.11 0.41 0.21
H -0.27 1.22 -0.39 0.13
H 2.40 -1.43 -0.22 0.19
H 1.58 1.35 -0.01 0.49
```

Results
2S+1: 1
E_HOMO: -8.72 eV
SMILES: C=C/N=C\O



## four
Here is 2 unconnected molecules or ions with the total composition C3H5NO from the OMol25 dataset. Energies are from ωB97M-V/def2-TZVPD.

Structure (XYZ):
```
10
Properties=species:S:1:pos:R:3:nbo_charge:R:1
C 1.39 -1.10 0.88 -0.65
C 1.17 0.17 0.81 0.42
N 0.73 1.29 0.91 -0.62
H 2.22 -1.51 1.23 0.23
H 0.55 -1.89 0.57 0.25
H 0.79 1.99 0.19 0.38
C -1.71 0.29 -1.14 0.27
O -2.62 0.56 -0.36 -0.49
H -1.91 -0.08 -2.25 0.10
H -0.62 0.28 -0.84 0.12
```

Results
2S+1: 1
E_HOMO: -9.21 eV
SMILES: C=C=N.C=O



Quick one: least stable of them? four



## one
Here is C3H5NO in the gas phase from the OMol25 dataset. Energies are from ωB97M-V/def2-TZVPD.

Structure (XYZ):
```
10
Properties=species:S:1:pos:R:3:nbo_charge:R:1
O 1.03 -0.84 1.51 -0.53
C 1.29 -0.40 0.41 0.42
C 0.28 0.20 -0.52 -0.22
C -1.13 -0.21 -0.25 -0.23
N -0.73 1.17 -0.09 -0.55
H 2.32 -0.47 0.00 0.12
H 0.65 0.38 -1.52 0.21
H -1.78 -0.44 -1.09 0.20
H -1.29 -0.79 0.65 0.22
H -0.63 1.41 0.90 0.36
```

Results
2S+1: 1
E_HOMO: -9.92 eV
SMILES: O=C[C@H]1CN1



## two
Here is a molecular structure, C3H5NO from the OMol25 dataset. Energies are from ωB97M-V/def2-TZVPD.

Structure (XYZ):
```
10
Properties=species:S:1:pos:R:3:nbo_charge:R:1
C -0.67 0.54 -0.77 -0.63
C -0.02 -0.22 0.43 0.03
C 1.23 -0.82 -0.26 0.22
H -0.15 1.56 -0.89 0.23
H -0.52 -0.16 -1.60 0.22
H -1.78 0.83 -0.67 0.22
H -0.71 -1.12 0.63 0.20
H 0.10 -0.06 2.39 0.48
N 2.24 -1.19 -0.65 -0.33
O 0.28 0.63 1.40 -0.65
```

Results
2S+1: 1
E_HOMO: -11.30 eV



Quick one: least stable of them? two



## one
Here is C7H7ClN2O2 in the gas phase from the OMol25 dataset. Energies are from ωB97M-V/def2-TZVPD.

Structure (XYZ):
```
19
Properties=species:S:1:pos:R:3:nbo_charge:R:1
C -1.08 -0.68 0.07 -0.38
C 0.06 -1.41 -0.19 0.24
C 1.30 -0.71 0.21 -0.14
C 1.88 0.21 -0.49 0.12
C -1.28 0.70 0.45 0.16
C 2.85 1.32 -0.64 0.69
C -2.75 1.24 0.47 -0.65
N -0.36 1.47 0.86 -0.31
N 0.08 -2.60 -0.78 -0.76
O 2.44 2.32 0.10 -0.65
O 3.85 1.21 -1.32 -0.52
Cl 2.20 -1.82 1.33 -0.04
H -1.92 -1.06 -0.34 0.19
H -3.39 0.35 0.50 0.22
H -2.94 2.03 1.19 0.24
H -2.96 1.77 -0.44 0.23
H 1.73 1.99 0.75 0.54
H -0.67 -3.25 -0.87 0.41
H 0.97 -3.05 -0.86 0.40
```

Results
2S+1: 1
E_HOMO (alpha / beta): -8.90 / -8.63 eV



## two
Here is C7H7ClN2O2 in the gas phase from the OMol25 dataset. Energies are from ωB97M-V/def2-TZVPD.

Structure (XYZ):
```
19
Properties=species:S:1:pos:R:3:nbo_charge:R:1
C -1.05 -0.65 0.34 -0.35
C 0.09 -1.41 0.29 0.20
C 1.43 -0.85 0.19 -0.12
C 1.77 0.41 0.19 0.11
C -1.19 0.79 -0.05 0.21
C 2.80 1.49 0.06 0.70
C -2.64 1.00 -0.34 -0.67
N -0.37 1.74 -0.21 -0.41
N -0.04 -2.69 0.55 -0.75
O 2.28 2.59 -0.41 -0.66
O 3.96 1.29 0.27 -0.53
Cl 2.80 -2.00 0.03 -0.01
H -1.98 -1.13 0.29 0.20
H -3.15 1.94 -0.07 0.25
H -2.56 1.22 -1.45 0.25
H -3.31 0.17 -0.11 0.22
H 1.27 2.52 -0.29 0.54
H -0.92 -3.05 0.29 0.39
H 0.81 -3.39 0.40 0.42
```

Results
2S+1: 1
E_HOMO (alpha / beta): -8.80 / -8.79 eV



Quick one: least stable of them? one